160
Properties=species:S:1:pos:R:3:forces:R:3:mulliken_charge:R:1 method="wB97M-V/def2-TZVPD" spin_multiplicity=1 e_homo_ev=-9.9 homo_lumo_gap_ev=10.09 fmax_ha_per_bohr=0.095 smiles="O=S1(=O)CCCC1.O=S1(=O)CCCC1.O=S1(=O)CCCC1.O=S1(=O)CCCC1.O=S1(=O)CCCC1.O=S1(=O)CCCC1.O=S1(=O)CCCC1.O=S1(=O)CCCC1.O=C1OCCO1.O=C1OCCO1.O=C1OCCO1.O=C1OCCO1" e_tot_ha=-7016.6920 total_charge=0
O 2.099215 -23.538096 11.137167 -0.5156 0.1464 -0.1509 -0.765
S 0.988197 -23.872446 10.260354 1.0686 -0.7677 -0.7092 1.411
O -0.242345 -24.311148 10.837786 -0.8630 -0.3565 0.6026 -0.692
C 0.710119 -22.579306 9.111998 4.4544 1.6708 1.1500 0.360
C 1.936924 -22.832212 8.130147 -0.5790 -0.6703 1.4654 -0.947
C 1.779025 -24.299058 7.760898 -0.0954 0.4558 -2.0370 -0.365
C 1.665611 -25.069524 9.037463 -1.5863 -0.0675 0.1531 -0.985
H 0.853531 -21.668585 9.744009 -0.3014 -0.3694 -0.6599 -0.195
H -0.213418 -22.581042 8.672388 -2.4018 -0.2445 -1.1456 0.120
H 2.016284 -22.207027 7.276363 -0.3293 0.7407 -0.6353 0.516
H 2.888266 -22.775589 8.677150 -0.3125 0.4555 0.1075 0.352
H 2.551021 -24.591908 7.026139 0.2088 -0.2548 0.8982 0.415
H 0.903788 -24.401779 7.121474 -0.5488 -0.0426 0.2851 0.049
H 2.623389 -25.291509 9.408036 1.1300 -0.7174 0.6408 0.438
H 0.977586 -25.927023 8.983935 0.4826 0.2029 0.1658 0.367
O -2.202184 -20.644902 5.639074 0.6704 -1.5294 -1.6424 -0.865
S -2.403641 -20.086998 6.924332 0.2615 1.2424 1.5345 1.181
O -2.379369 -20.898534 8.136913 -0.2140 -0.0359 -0.8871 -0.418
C -1.275019 -18.724576 7.223106 -0.9412 1.1507 0.6531 -0.547
C -2.149212 -17.419201 7.464415 1.5330 -0.0841 -1.1866 -0.766
C -3.539780 -17.982216 7.769909 -0.3208 1.4783 1.0676 -0.074
C -3.857186 -19.122726 6.854463 -1.0864 -0.2067 0.2284 0.155
H -0.591427 -18.652004 6.401581 0.4577 0.0006 -0.2790 0.542
H -0.826878 -18.929206 8.173704 0.7128 -0.3839 0.3376 -0.144
H -1.628186 -16.738264 8.180920 -0.8339 -1.0379 0.2156 0.347
H -2.057926 -16.779677 6.561787 -0.7422 -0.6248 0.0111 0.332
H -4.338838 -17.246124 7.720824 0.0429 0.2901 -0.1127 0.622
H -3.566551 -18.331690 8.812018 0.1908 -0.0699 -0.2120 -0.376
H -4.192168 -18.861800 5.830191 0.6934 -0.1535 0.4990 0.410
H -4.623068 -19.731974 7.319652 -0.3324 -0.1969 -0.1515 -0.407
O -6.761096 -18.398583 15.085987 -1.0231 -0.5070 -0.3452 -0.623
S -5.743427 -18.084057 16.043960 0.2137 1.9112 -0.5304 1.099
O -5.510523 -16.667682 16.271023 -0.0614 -0.6016 0.5771 -0.794
C -6.017079 -18.993471 17.563029 -0.5084 -0.4654 0.3191 -1.074
C -5.013653 -20.139043 17.497485 0.3434 -1.5738 -0.6278 0.294
C -3.811912 -19.675003 16.687757 1.3285 1.5570 -0.0066 -0.546
C -4.232493 -18.832120 15.493546 -0.8510 -0.0328 -0.2766 0.907
H -7.082082 -19.309904 17.601124 0.7533 0.1298 -0.2398 0.466
H -5.863993 -18.318885 18.379924 0.2961 0.5206 0.4340 0.398
H -4.603396 -20.601758 18.422886 -0.8288 0.6984 -0.2109 0.481
H -5.495165 -20.943248 16.933442 0.0372 -0.0877 0.1544 -0.398
H -3.059942 -20.359781 16.331574 -0.1828 -0.9733 0.2483 -0.143
H -3.219711 -19.009274 17.328852 -0.0305 0.0236 0.0721 0.436
H -4.622230 -19.437919 14.638917 0.7698 0.5273 0.4709 -1.125
H -3.572922 -17.970464 15.224464 -0.3969 -1.0272 0.0285 0.350
O 0.294317 -19.744955 11.193980 0.7011 0.0642 -0.5595 -0.650
S 0.047107 -18.341993 11.475175 0.7788 -2.2791 1.5260 1.141
O -0.396362 -17.517505 10.428217 -0.4474 1.8423 -1.9563 -0.660
C -1.063341 -18.367827 12.782075 -0.6883 0.0243 0.8793 2.180
C -0.790941 -17.108632 13.580887 -1.5566 0.7994 -0.4978 -0.661
C 0.666815 -16.798282 13.623380 1.9104 0.6429 -2.1312 -0.876
C 1.376300 -17.601234 12.428907 -0.1423 0.2613 1.1696 -0.729
H -0.776408 -19.247685 13.353591 0.0420 0.0261 0.1336 -1.827
H -2.055496 -18.542707 12.337475 0.3021 0.4936 0.3109 -0.332
H -1.245055 -16.236721 13.070160 -0.3883 -0.5837 0.4723 0.383
H -1.160304 -17.222495 14.587542 -0.4624 0.1884 0.2323 0.239
H 1.116792 -17.016223 14.574692 0.3615 -0.3754 0.2352 0.413
H 0.849437 -15.724577 13.416605 -0.2002 -0.5227 0.3441 0.303
H 1.847253 -18.453650 12.910758 0.3870 -0.1331 -0.3465 0.173
H 2.075460 -17.024454 11.808499 -0.3207 -0.2500 0.2251 0.571
O -9.241765 -27.083515 11.150739 0.3453 -0.3747 -0.3233 -0.867
S -8.194060 -26.090224 11.149410 -0.7578 -1.1832 1.8655 1.049
O -8.642496 -24.747131 11.004943 0.0127 1.2155 -0.1264 -0.645
C -7.269456 -26.206967 12.694748 -0.9623 0.6744 -0.0593 0.720
C -6.078358 -26.961757 12.260818 3.4045 -2.0610 2.0888 -0.781
C -5.572583 -26.462137 10.932048 -0.4180 0.5150 -1.1295 0.086
C -6.866240 -26.540537 10.078974 0.9086 -0.1860 -1.8297 1.025
H -7.931202 -26.741844 13.339410 -0.3317 -0.7275 0.4423 0.828
H -7.143126 -25.236515 13.199507 0.4536 -0.3535 -1.0947 -1.714
H -5.201882 -26.934612 12.986292 -1.2332 0.2541 -0.4340 0.169
H -6.290746 -28.071165 12.243994 -0.0508 1.0684 -0.3910 0.347
H -4.746376 -27.018223 10.470425 -0.4895 -0.3714 0.2260 0.615
H -5.135017 -25.444228 10.982497 -0.7516 -0.1825 0.1649 -0.495
H -7.011166 -27.568348 9.657657 -0.0818 0.7817 0.7118 0.456
H -6.902942 -25.879275 9.201070 0.2065 -0.0951 0.4530 -1.445
O -6.216621 -21.115586 7.804136 0.6596 0.4132 0.0972 -1.123
S -6.424708 -22.496064 8.163029 -2.6229 -0.2840 -1.0740 1.257
O -5.326995 -23.368226 8.487208 0.6731 -0.2662 0.1281 0.033
C -7.725263 -22.617290 9.425612 -0.2500 1.7643 -0.3659 0.868
C -8.938695 -23.246018 8.735879 -1.3809 0.1404 1.8962 -0.670
C -8.424203 -24.080676 7.619573 -0.9077 -2.1016 -2.9734 -0.093
C -7.411527 -23.316503 6.823351 0.1017 1.8554 0.6355 -1.143
H -8.023884 -21.563569 9.699029 0.8377 -1.0466 0.0676 -0.242
H -7.355587 -23.193235 10.256557 0.1370 -0.0551 0.2716 -0.720
H -9.490705 -23.840442 9.531267 0.6913 0.7367 -1.4067 0.309
H -9.620333 -22.412432 8.487006 0.3120 -0.5186 -0.6323 0.486
H -9.147687 -24.528944 6.841538 0.3822 0.9937 1.4080 0.401
H -7.924796 -24.988789 7.914685 0.0849 -0.2944 0.8223 -0.202
H -7.904647 -22.598113 6.155120 0.2775 0.3561 0.5257 0.339
H -6.710421 -23.833685 6.223073 0.6073 -1.0222 -0.3900 0.651
O -6.397912 -23.126543 12.810639 -1.1831 0.6059 1.7270 0.142
S -6.900054 -22.518931 14.071193 1.4729 0.2125 -1.0575 1.017
O -5.861424 -22.107201 14.994417 0.3804 0.0613 0.2082 -0.639
C -8.007883 -21.172118 13.794068 -0.7088 0.2959 -0.8536 0.541
C -9.257787 -21.537565 14.618317 -0.1195 2.6037 -0.5674 -0.720
C -9.449218 -22.978957 14.555315 0.3000 -1.8788 -1.5691 -0.803
C -8.079320 -23.496749 14.980817 -0.0152 -1.0251 -0.1804 -0.779
H -8.262502 -21.180145 12.717263 0.1001 -0.0755 0.4145 -0.152
H -7.569516 -20.196016 14.027334 0.1902 -0.4011 0.1244 -0.430
H -9.127282 -21.311178 15.666336 0.1770 0.6467 0.3519 0.262
H -10.058499 -20.909813 14.205952 -0.1052 -0.3280 0.3238 0.467
H -9.766781 -23.324549 13.548786 0.6050 0.1212 0.2757 0.092
H -10.211260 -23.353640 15.183926 -0.7737 -0.2634 1.0148 0.574
H -7.842264 -24.528384 14.762632 -0.2377 -0.2274 0.1812 0.426
H -7.893665 -23.325653 16.052695 0.0622 0.0880 -0.4371 0.354
O -5.447937 -19.731265 12.345483 -0.8172 -0.3210 0.6469 -0.290
S -4.218606 -20.212182 11.792434 0.9382 -0.2891 -1.0591 1.254
O -3.439535 -19.201262 11.104210 0.3111 0.0249 0.0226 -1.205
C -3.211961 -21.117653 12.966479 -1.2893 -1.2919 1.1103 2.392
C -2.922331 -22.515591 12.344389 -0.8999 -1.1559 0.5026 1.148
C -3.071531 -22.381143 10.836611 0.8180 0.9411 0.7174 -0.737
C -4.369019 -21.578795 10.694180 0.1266 -0.3601 -2.1811 1.185
H -3.857805 -21.225911 13.867446 0.4754 0.0343 -0.4887 -1.017
H -2.345894 -20.558692 13.233902 0.6246 0.3668 0.0024 -0.353
H -1.949538 -22.936683 12.677026 -0.5545 0.3352 -0.2563 -0.402
H -3.748723 -23.267129 12.586083 1.0293 1.0848 0.4944 -0.971
H -3.075419 -23.318799 10.320435 -0.4557 -0.6453 -0.1705 0.480
H -2.169897 -21.884608 10.470850 -0.3762 0.5560 -0.3554 -0.334
H -5.239785 -22.195397 10.958417 0.2274 0.2942 0.0199 -0.411
H -4.413484 -21.210020 9.635407 -0.3453 -0.0157 1.1068 -0.226
O -6.199259 -25.977696 15.463640 -0.9711 -1.0691 0.0286 -0.459
C -5.118306 -25.678952 15.817282 1.0015 2.0517 0.4405 0.553
O -4.879862 -24.598269 16.640213 0.3381 -0.5628 -1.0954 -0.334
C -3.488694 -24.247856 16.509950 0.0761 0.4696 0.3732 0.244
C -2.928401 -25.260078 15.511354 1.5323 0.4450 -0.2397 0.295
O -3.953331 -26.217786 15.406948 -0.7855 -0.4020 -0.6673 -0.376
H -3.330165 -23.184768 16.239219 -0.5266 -0.6492 -0.2328 -0.335
H -3.075805 -24.365396 17.484400 0.5376 -0.1799 0.7929 0.389
H -2.025121 -25.820117 15.818697 -0.4154 0.5593 0.2159 0.297
H -2.649298 -24.759268 14.549194 -0.7384 -0.6085 0.4274 -0.234
O -10.334810 -19.441511 11.498777 -0.5307 -0.2376 0.4764 -0.582
C -9.346518 -18.787481 11.530979 1.3554 0.8766 -0.2854 0.746
O -8.267894 -19.034309 10.770018 0.6234 0.1066 -0.8728 -0.205
C -7.355692 -17.896491 10.760389 -0.2874 -0.6382 0.3613 0.329
C -7.768430 -17.140694 12.018441 -1.7639 0.2090 -1.0329 -0.056
O -9.095834 -17.701404 12.281047 -0.1780 0.3782 0.4463 -0.438
H -6.354161 -18.336855 10.685631 -0.2935 0.5537 0.2689 -0.410
H -7.590679 -17.228095 9.932594 0.0649 -0.4559 -0.4195 0.380
H -7.904745 -16.080608 11.847853 -0.3078 0.2290 -0.5606 0.316
H -7.220782 -17.124684 12.897685 1.3582 -1.1353 1.6408 -0.027
O -5.416775 -26.803280 7.064728 -0.5466 -0.4328 0.4642 -0.561
C -4.645248 -25.919095 6.905237 0.8375 -0.0528 0.2162 0.663
O -4.678751 -25.087934 5.865607 -0.5331 0.4908 0.1759 -0.423
C -3.621225 -24.158217 5.963486 1.4203 -0.2127 -0.0101 -0.254
C -2.799856 -24.580379 7.196568 -0.8179 0.2493 0.2042 1.103
O -3.568039 -25.673465 7.688729 -0.2441 -0.5822 0.2782 -0.365
H -3.061575 -24.323939 5.075270 0.6080 0.4215 -0.8670 0.476
H -3.925373 -23.132093 6.063115 -0.5364 0.2831 -0.1351 0.109
H -2.816046 -23.783643 7.927451 -0.0149 0.1541 0.2889 -0.695
H -1.764575 -24.893442 7.063054 -0.1320 -0.1373 -0.4515 0.029
O -0.756813 -20.416872 15.853228 0.3808 -1.0247 -0.4480 -0.511
C -0.062652 -21.147252 15.190723 0.0490 0.0457 0.6234 0.427
O 0.898170 -20.688854 14.372155 -0.0704 -0.9296 -0.4276 -0.297
C 1.244887 -21.794818 13.485453 1.7679 1.4324 -0.8531 0.309
C 0.784533 -23.031170 14.138734 -0.2752 0.1255 1.8662 -0.155
O -0.085894 -22.517575 15.182983 -0.6837 1.0812 0.2851 -0.301
H 0.753743 -21.633364 12.543829 -0.2343 0.2609 -0.3448 -0.236
H 2.326112 -21.794452 13.296913 -0.3440 0.2240 0.1430 0.430
H 1.570218 -23.610386 14.657651 -0.5179 -0.0072 -0.6592 0.314
H 0.138515 -23.523770 13.454029 -0.0550 -1.2874 -0.3680 0.013

25
Properties=species:S:1:pos:R:3:forces:R:3:mulliken_charge:R:1 method="wB97M-V/def2-TZVPD" spin_multiplicity=1 e_homo_ev=-12.2 homo_lumo_gap_ev=8.91 fmax_ha_per_bohr=0.073 smiles=C[C@@H]([NH3+])CCCCN e_tot_ha=-348.0484 de_lowest_kcal_mol=26.6 total_charge=+1
C -1.035461 -1.472153 1.704844 0.1384 -2.0732 0.4897 -1.422
C -1.427452 -1.233017 0.263609 0.7917 3.5713 0.8512 0.345
N -2.617538 -0.215545 0.333542 -0.4690 -1.1366 -0.7788 -0.386
C -0.400625 -0.508617 -0.630845 -0.7579 0.5672 0.1906 -1.112
C -0.073988 0.988971 -0.353647 -0.7092 0.1567 -0.2604 -0.543
C 1.250456 1.188211 0.375576 0.7161 -0.6790 -0.5357 -0.774
C 2.436758 1.163325 -0.610323 -0.2904 0.8295 -0.0396 -0.736
N 2.506421 -0.004167 -1.455612 -0.3676 -0.5828 -0.0541 -0.456
H 0.010686 -1.319927 1.958074 -0.0342 0.5771 -0.3209 0.306
H -1.671953 -1.022714 2.462728 0.0097 0.4661 -0.1333 0.390
H -1.150860 -2.540704 1.917209 -0.0833 -0.0348 -0.0560 0.358
H -1.885909 -1.973497 -0.315472 -0.2528 -1.8767 -0.2131 0.532
H -2.304645 0.734754 0.520667 0.0519 0.0322 0.3329 0.271
H -3.312278 -0.567394 0.990198 0.0756 0.3871 0.3383 0.368
H -3.096387 -0.224165 -0.569445 0.1206 0.2918 -0.0802 0.368
H 0.586813 -0.954386 -0.728472 -0.2809 -0.6043 0.1326 0.510
H -0.880611 -0.568902 -1.599504 0.2374 0.0350 -0.5990 0.400
H -0.818318 1.658171 0.110359 -0.2904 -0.6814 0.5816 0.576
H -0.175066 1.435755 -1.348174 1.0826 0.1518 -0.0885 0.367
H 1.394676 0.365142 1.082912 -0.1764 0.1742 0.2100 0.151
H 1.278872 2.129169 0.917412 -0.0253 0.0533 0.0991 0.332
H 2.218796 2.001377 -1.255143 0.2032 0.4386 -0.3826 0.399
H 3.380579 1.410222 -0.122258 -0.0196 -0.1642 0.2274 0.365
H 3.209596 -0.681395 -1.212375 0.1735 0.0566 0.1043 0.196
H 2.577439 0.211487 -2.435860 0.1564 0.0442 -0.0154 0.193